[1]
# C19H16Br2N5ORhSTe

A structure of composition C19H16Br2N5ORhSTe (ωB97M-V/def2-TZVPD, the Open Molecules 2025 dataset).

Properties
Net charge: +2
HOMO-LUMO gap (spin up / spin down), hartree: 0.24461 / 0.22029
HOMO energy (spin up / spin down), eV: -13.1 / -14.1
Spin multiplicity: 5
ΔE to the lowest compared entry with this formula, charge and spin, kcal/mol: 0.0

Last column: natural (NBO) charge in e.
Positions of all 46 atoms, in Å:
Rh  -0.06  0.40  -0.11  0.884
Br  2.31  6.65  0.87  0.189
C  1.62  4.88  0.68  -0.010
C  2.43  3.93  0.06  -0.251
C  2.00  2.63  -0.11  0.082
N  0.77  2.21  0.34  -0.508
C  -0.02  3.10  0.95  0.173
C  0.40  4.45  1.16  -0.230
C  -1.28  2.53  1.43  0.184
C  -2.37  3.24  1.97  -0.224
C  -3.55  2.59  2.34  -0.038
Br  -4.95  3.59  3.06  0.227
C  -3.60  1.22  1.97  -0.248
C  -2.57  0.60  1.34  0.049
N  -1.41  1.21  1.08  -0.526
H  3.41  4.25  -0.20  0.262
H  2.54  1.87  -0.64  0.234
H  -0.31  5.13  1.61  0.249
H  -2.25  4.33  2.05  0.250
H  -4.43  0.63  2.30  0.256
H  -2.69  -0.49  1.14  0.231
C  3.08  -3.29  -1.25  -0.416
N  2.48  -2.80  -0.05  -0.388
C  2.58  -3.45  1.24  0.128
C  1.86  -3.06  2.29  -0.357
C  0.85  -2.05  2.10  0.501
N  0.78  -1.39  0.94  -0.653
C  1.64  -1.69  -0.10  0.776
O  1.53  -0.96  -1.12  -0.674
N  -0.08  -1.81  3.01  -0.731
H  2.36  -3.82  -1.83  0.220
H  3.92  -3.98  -1.03  0.237
H  3.47  -2.48  -1.86  0.246
H  3.16  -4.36  1.30  0.251
H  1.92  -3.54  3.29  0.264
H  -0.06  -2.28  3.91  0.430
H  -0.59  -0.93  2.93  0.414
Te  -1.11  0.77  -2.27  0.637
C  -1.11  -0.86  -3.57  -0.561
C  -2.30  -1.25  -4.15  -0.230
C  -2.31  -2.56  -4.62  -0.250
C  -1.05  -3.20  -4.53  -0.347
S  0.06  -2.11  -3.75  0.498
H  -3.11  -0.58  -4.23  0.240
H  -3.18  -3.02  -5.06  0.254
H  -0.75  -4.24  -4.84  0.278


[2]
# C19H16BrCoF2N2O9P2

A structure of composition C19H16BrCoF2N2O9P2 (ωB97M-V/def2-TZVPD, the Open Molecules 2025 dataset).

Properties
Net charge: -1
HOMO-LUMO gap (spin up / spin down), hartree: 0.29509 / 0.29157
HOMO energy (spin up / spin down), eV: -5.6 / -5.6
Spin multiplicity: 2
ΔE to the lowest compared entry with this formula, charge and spin, kcal/mol: 6.4

Last column: natural (NBO) charge in e.
Positions of all 52 atoms, in Å:
Co  0.13  0.73  -0.57  1.107
F  5.12  -1.13  -0.25  -0.338
C  4.28  -0.08  -0.44  0.430
C  2.92  -0.30  -0.42  -0.353
C  2.04  0.77  -0.62  -0.152
C  2.59  2.05  -0.83  -0.192
C  3.97  2.21  -0.84  0.425
F  4.53  3.44  -1.04  -0.348
C  4.84  1.16  -0.65  -0.405
C  1.60  3.12  -0.96  0.229
C  1.85  4.49  -1.11  -0.252
C  0.79  5.37  -1.18  -0.158
C  -0.51  4.89  -1.10  -0.284
C  -0.69  3.52  -0.95  0.083
N  0.33  2.67  -0.89  -0.453
H  2.54  -1.30  -0.24  0.235
H  5.91  1.31  -0.67  0.230
H  2.86  4.84  -1.16  0.234
H  0.98  6.43  -1.30  0.208
H  -1.37  5.55  -1.14  0.214
H  -1.67  3.08  -0.87  0.223
C  -3.43  0.97  2.93  -0.622
C  -2.58  0.09  2.02  -0.462
O  -2.97  -1.25  2.29  -0.738
P  -2.98  0.46  0.25  2.366
O  -3.88  -0.71  -0.32  -1.010
O  -4.04  1.66  0.32  -0.990
O  -1.88  0.82  -0.70  -1.153
P  -0.77  0.34  2.50  2.373
O  -0.17  -1.17  2.29  -1.017
O  -0.73  0.67  3.95  -1.150
O  -0.13  1.22  1.47  -1.188
H  -4.49  0.81  2.73  0.207
H  -3.19  2.03  2.78  0.221
H  -3.19  0.71  3.95  0.247
H  -2.36  -1.82  1.79  0.508
H  -3.28  -1.49  -0.43  0.541
H  -4.36  1.89  -0.57  0.501
H  -0.14  -1.58  3.16  0.501
Br  -0.96  -7.58  -0.40  0.035
C  -0.12  -5.94  -0.89  -0.136
C  1.06  -5.98  -1.61  0.006
N  1.69  -4.87  -1.98  -0.410
C  1.16  -3.70  -1.63  0.060
C  -0.03  -3.58  -0.91  -0.170
C  -0.69  -4.74  -0.54  -0.164
C  -0.60  -2.22  -0.55  0.832
O  -1.76  -2.21  -0.08  -0.806
O  0.16  -1.25  -0.78  -0.729
H  1.51  -6.92  -1.89  0.195
H  1.69  -2.80  -1.93  0.220
H  -1.62  -4.67  0.01  0.250


[3]
# C19H16BrNO3PRuSbSe4

A structure of composition C19H16BrNO3PRuSbSe4 (ωB97M-V/def2-TZVPD, the Open Molecules 2025 dataset).

Properties
Net charge: -1
HOMO-LUMO gap (spin up / spin down), hartree: 0.25180 / 0.22341
HOMO energy (spin up / spin down), eV: -4.8 / -4.8
Spin multiplicity: 6
ΔE to the lowest compared entry with this formula, charge and spin, kcal/mol: 2.3

Last column: natural (NBO) charge in e.
Positions of all 47 atoms, in Å:
Ru  0.49  1.67  -0.12  1.019
O  4.45  0.43  -0.29  -0.615
C  3.27  0.53  -0.05  0.790
O  2.51  1.54  -0.41  -0.791
C  2.54  -0.55  0.76  -0.833
P  0.88  -0.82  0.02  0.855
C  0.07  -2.00  1.14  -0.260
C  -0.04  -1.68  2.49  -0.225
C  -0.72  -2.51  3.36  -0.192
C  -1.32  -3.67  2.89  -0.212
C  -1.23  -3.99  1.54  -0.218
C  -0.55  -3.16  0.67  -0.226
C  1.22  -1.77  -1.49  -0.270
C  2.01  -2.92  -1.46  -0.221
C  2.27  -3.62  -2.63  -0.205
C  1.74  -3.17  -3.84  -0.202
C  0.96  -2.03  -3.87  -0.215
C  0.70  -1.33  -2.70  -0.210
H  2.37  -0.16  1.76  0.268
H  3.15  -1.45  0.82  0.241
H  0.39  -0.75  2.87  0.239
H  -0.80  -2.24  4.40  0.218
H  -1.86  -4.32  3.57  0.210
H  -1.71  -4.89  1.17  0.209
H  -0.50  -3.42  -0.38  0.218
H  2.42  -3.28  -0.52  0.217
H  2.89  -4.51  -2.60  0.211
H  1.95  -3.72  -4.75  0.210
H  0.55  -1.68  -4.81  0.214
H  0.09  -0.43  -2.72  0.234
O  -3.86  4.52  0.37  -0.687
C  -3.05  3.78  -0.39  0.409
C  -1.93  4.31  -1.03  -0.315
C  -1.08  3.43  -1.65  0.024
N  -1.25  2.09  -1.66  -0.583
C  -2.40  1.64  -1.15  0.176
Br  -2.66  -0.24  -1.22  0.065
C  -3.34  2.42  -0.54  -0.325
H  -3.29  5.19  0.85  0.524
H  -1.71  5.36  -0.97  0.261
H  -0.18  3.79  -2.15  0.217
H  -4.22  2.00  -0.08  0.248
Se  0.39  4.33  5.22  -0.499
Sb  0.01  4.39  2.83  1.012
Se  -0.64  2.05  2.09  -0.719
Se  -1.36  6.21  1.98  -0.787
Se  2.41  4.63  2.69  -0.483


[4]
# C19H16Cl2IN5O3Pd

A structure of composition C19H16Cl2IN5O3Pd (ωB97M-V/def2-TZVPD, the Open Molecules 2025 dataset).

Properties
Net charge: +2
HOMO-LUMO gap, hartree: 0.21325
HOMO energy, eV: -14.4
ΔE to the lowest compared entry with this formula, charge and spin, kcal/mol: 0.0

Last column: natural (NBO) charge in e.
Positions of all 47 atoms, in Å:
Pd  0.37  -0.04  0.22  1.445
C  1.58  0.76  -3.71  -0.680
C  1.31  0.76  -2.25  0.282
N  0.40  0.00  -1.72  -0.112
N  -0.35  -0.93  -2.30  -0.354
C  -1.09  -1.60  -1.45  0.602
O  -1.05  -1.37  -0.15  -0.625
C  -2.01  -2.62  -1.93  -0.115
C  -2.17  -2.82  -3.31  -0.155
C  -3.04  -3.79  -3.76  -0.206
C  -3.75  -4.56  -2.84  -0.126
C  -3.59  -4.37  -1.47  -0.206
C  -2.72  -3.40  -1.01  -0.163
C  2.08  1.56  -1.29  0.140
C  3.08  2.45  -1.65  -0.182
C  3.74  3.16  -0.65  -0.092
C  3.40  2.97  0.68  -0.205
C  2.39  2.07  0.98  0.092
N  1.77  1.39  0.02  -0.426
H  0.88  0.10  -4.22  0.279
H  2.59  0.41  -3.91  0.270
H  1.48  1.77  -4.10  0.263
H  -1.62  -2.21  -4.01  0.233
H  -3.18  -3.95  -4.82  0.241
H  -4.43  -5.32  -3.20  0.240
H  -4.14  -4.98  -0.77  0.239
H  -2.58  -3.25  0.05  0.230
H  3.33  2.58  -2.69  0.262
H  4.53  3.85  -0.92  0.265
H  3.89  3.51  1.47  0.270
H  2.08  1.87  2.00  0.249
Cl  1.59  -3.99  2.43  0.075
C  2.64  -2.61  2.10  -0.347
Cl  3.40  -1.95  3.54  0.075
C  1.76  -1.57  1.47  0.770
O  1.80  -1.42  0.19  -0.565
O  0.96  -0.84  2.11  -0.619
H  3.41  -2.92  1.40  0.268
I  -3.86  4.44  0.08  0.315
C  -2.73  2.79  0.58  -0.299
C  -3.02  1.84  1.55  0.020
N  -2.02  0.95  1.55  -0.298
N  -1.08  1.29  0.65  -0.302
C  -1.52  2.39  0.04  -0.011
H  -3.85  1.75  2.23  0.271
H  -1.90  0.14  2.14  0.451
H  -0.94  2.85  -0.75  0.242


[5]
# C19H16Cl2MgO3S

A structure of composition C19H16Cl2MgO3S (ωB97M-V/def2-TZVPD, the Open Molecules 2025 dataset).

Properties
Net charge: 0
HOMO-LUMO gap, hartree: 0.30805
HOMO energy, eV: -8.0

Last column: natural (NBO) charge in e.
Positions of all 42 atoms, in Å:
Mg  1.47  -0.15  -2.49  1.730
C  1.44  3.30  -0.25  -0.644
C  2.32  2.34  -0.99  0.022
C  3.07  1.39  -0.30  -0.145
C  3.89  0.50  -0.97  -0.228
C  3.99  0.56  -2.36  -0.314
C  3.26  1.51  -3.06  -0.278
C  2.42  2.38  -2.38  -0.252
H  1.93  3.61  0.68  0.221
H  0.50  2.80  0.01  0.256
H  1.22  4.17  -0.86  0.219
H  3.01  1.35  0.78  0.218
H  4.49  -0.21  -0.41  0.231
H  4.70  -0.07  -2.88  0.242
H  3.38  1.60  -4.13  0.249
H  1.85  3.12  -2.93  0.235
C  -4.38  -2.75  5.91  -0.719
C  -3.98  -2.18  4.59  0.437
O  -3.47  -2.77  3.68  -0.537
S  -4.30  -0.42  4.49  0.185
C  -3.31  -0.08  3.05  -0.190
C  -2.12  0.61  3.23  -0.197
C  -1.25  0.73  2.17  -0.222
C  -1.56  0.14  0.94  -0.062
C  -2.78  -0.51  0.77  -0.197
C  -3.66  -0.62  1.82  -0.184
C  -0.61  0.16  -0.11  -0.039
C  0.23  0.15  -0.98  -0.724
H  -4.62  -3.80  5.80  0.239
H  -5.22  -2.20  6.33  0.231
H  -3.54  -2.65  6.59  0.247
H  -1.90  1.03  4.20  0.219
H  -0.31  1.26  2.29  0.213
H  -3.01  -0.94  -0.20  0.223
H  -4.60  -1.14  1.71  0.225
Cl  3.41  -2.17  -4.44  -0.020
C  1.89  -2.02  -5.33  -0.311
Cl  1.16  -3.59  -5.60  0.024
C  1.09  -1.19  -4.32  0.677
O  0.70  -1.79  -3.31  -0.747
O  1.08  0.04  -4.46  -0.775
H  2.09  -1.53  -6.28  0.245


We obtain M values of 752.75; 655.12; 955.89; 666.60; 419.61 g mol⁻¹ for the records listed above, in that order.
We obtain maximum force values of 4.037; 0.123; 0.380; 0.585; 2.423 eV Å⁻¹ for the records listed above, in that order.